(1)
Here is the molecule C5H10O5 at a distorted geometry from OMol25. Energies are from the ωB97M-V functional and the def2-TZVPD basis.

XYZ file:
```
20
Properties=species:S:1:pos:R:3:lowdin_charge:R:1
O -1.991 0.075 -2.315 -0.0288
C -1.723 0.552 -1.042 -0.2165
C -0.256 0.869 -0.754 -0.2722
O -0.246 1.504 0.518 -0.0080
C 0.395 0.641 1.451 -0.3290
O -0.526 -0.415 1.844 -0.0596
C 1.498 0.010 0.689 -0.3304
O 2.135 -1.055 1.229 0.0613
C 0.742 -0.214 -0.656 -0.2537
O 0.191 -1.515 -0.792 -0.0080
H -1.659 -0.819 -2.351 0.0807
H -2.261 1.539 -0.932 0.1552
H -1.985 -0.208 -0.273 0.1276
H -0.012 1.558 -1.569 0.1620
H 0.670 1.201 2.382 0.1751
H -0.019 -0.915 2.713 0.2194
H 2.090 0.850 0.413 0.1577
H 1.703 -1.816 0.840 0.0976
H 1.571 -0.130 -1.404 0.1750
H -0.315 -1.713 0.010 0.0946
```

## Properties
- Calculated total energy: -572.66118 Ha
- SMILES: OC[C@H]1O[C@@H](O)[C@@H](O)[C@H]1O
- Relative energy (zero: lowest compared OMol25 entry of this formula, charge and spin): 218.1 kJ/mol
- Charge: 0

---

(2)
Here is a cluster of 2 separate species, C5H10OS in total at a distorted geometry from OMol25. Energies are from the ωB97M-V functional and the def2-TZVPD basis.

XYZ file:
```
17
Properties=species:S:1:pos:R:3:lowdin_charge:R:1
C 2.509 -1.559 -0.113 -0.0590
C 1.374 -1.533 -1.007 -0.0857
C 0.255 0.017 1.595 -0.1264
C -2.255 1.999 -0.740 -0.3734
C -1.063 -0.366 -0.213 -0.4975
O -0.585 0.577 0.647 -0.2599
S -2.240 0.244 -1.204 0.8938
H 2.542 -2.376 0.564 0.0349
H 3.006 -0.620 -0.074 0.0324
H 0.676 -2.317 -1.150 0.0189
H 0.850 0.793 1.913 0.0609
H 1.014 -0.720 1.204 0.0498
H -0.393 -0.447 2.408 0.1210
H -2.871 2.565 -1.575 0.0836
H -1.196 2.383 -0.727 0.0611
H -2.652 2.073 0.186 -0.0185
H 1.029 -0.713 -1.715 0.0638
```

## Properties
- Calculated total energy: -669.75542 Ha
- Relative energy (zero: lowest compared OMol25 entry of this formula, charge and spin): 475.3 kJ/mol
- Charge: 0

---

(3)
Here is a cluster of 2 separate species, C5H10OS in total at a distorted geometry from OMol25. Energies are from the ωB97M-V functional and the def2-TZVPD basis.

XYZ file:
```
17
Properties=species:S:1:pos:R:3:lowdin_charge:R:1
C 0.360 0.453 1.343 -0.0078
C -1.992 1.326 -0.192 -0.3032
C 0.575 -0.291 0.254 -0.4883
C 1.263 0.297 -0.949 -0.0490
C 0.065 -1.672 0.141 -0.0851
O -3.773 -0.355 0.573 -0.6010
S -2.850 -0.017 -0.596 0.8611
H 0.580 1.565 1.345 0.0845
H -0.415 0.146 2.108 0.0885
H -1.220 1.665 -0.831 0.0006
H -2.348 1.772 0.804 0.0796
H 2.000 -0.472 -1.081 0.0812
H 1.611 1.178 -0.615 0.0346
H 0.546 0.234 -1.791 0.0998
H -0.503 -2.000 1.027 0.0895
H 0.679 -2.511 -0.172 0.0848
H -0.807 -1.564 -0.518 0.0301
```

## Properties
- Calculated total energy: -669.82021 Ha
- Relative energy (zero: lowest compared OMol25 entry of this formula, charge and spin): 305.2 kJ/mol
- Charge: 0

---

(4)
Here is the molecule C5H10OS at a distorted geometry from OMol25. Energies are from the ωB97M-V functional and the def2-TZVPD basis.

XYZ file:
```
17
Properties=species:S:1:pos:R:3:lowdin_charge:R:1
C 1.575 1.215 0.130 0.0053
C 0.979 0.111 -0.383 -0.3504
C 1.533 -1.093 -1.033 -0.1135
S -1.055 -0.050 -0.188 0.7379
C -2.084 1.181 -0.314 -0.2473
C -1.045 -0.615 1.516 -0.1775
O -1.397 -1.112 -1.156 -0.4056
H 1.066 1.894 0.873 0.0763
H 2.495 1.569 -0.279 0.0470
H 2.609 -0.805 -1.326 0.1155
H 1.633 -1.973 -0.447 0.0682
H 0.844 -1.342 -1.823 0.0598
H -2.268 1.336 -1.321 -0.0045
H -2.089 1.909 0.379 -0.0277
H -0.291 -1.450 1.340 0.0777
H -0.503 0.162 2.087 0.0649
H -2.001 -0.937 1.947 0.0739
```

## Properties
- Calculated total energy: -669.76091 Ha
- SMILES: C=C(C)[S@](=C)(C)=O
- Relative energy (zero: lowest compared OMol25 entry of this formula, charge and spin): 460.8 kJ/mol
- Charge: 0

---

- What is the relative energy (zero: lowest compared OMol25 entry of this formula, charge and spin) in the second record?
  475.3 kJ/mol